# 1
The following is a DFT calculation (the ωB97M-V functional and the def2-TZVPD basis) of a 9-piece molecular cluster, H18O9 overall in a non-equilibrium geometry.

Structure (XYZ):
```
27
Properties=species:S:1:pos:R:3
O 1.510 -0.668 -2.672
H 1.726 -0.316 -1.808
H 2.227 -1.268 -2.873
O -2.413 0.726 -1.820
H -2.039 0.130 -2.468
H -1.794 1.455 -1.777
O 0.752 -0.888 4.013
H 1.287 -1.607 4.348
H 1.231 -0.570 3.247
O -0.439 2.356 -2.594
H 0.057 2.564 -3.386
H -0.493 3.185 -2.120
O 0.742 0.060 0.248
H 0.361 0.415 -0.556
H 0.043 0.134 0.897
O -2.613 -1.204 2.804
H -3.502 -1.305 2.464
H -2.259 -0.452 2.330
O 3.626 0.727 -0.618
H 3.004 1.216 -0.080
H 4.471 0.857 -0.187
O 0.399 -2.969 0.615
H -0.321 -3.085 -0.005
H 0.847 -2.178 0.317
O -2.021 0.732 0.896
H -2.259 1.646 0.742
H -2.130 0.309 0.045
```

Frontier orbital gap (alpha / beta), Ha: 0.4058 / 0.1173
2S+1: 2
Energy relative to the best compared isomer or geometry (same formula, charge and spin), kcal per mole: 22.5
HOMO level (alpha / beta), eV: -14.19 / -14.16
DFT total energy, eV: -18709.03216
E_LUMO (alpha / beta), eV: -3.152 / -10.966
Total charge: +1

# 2
The following is a DFT calculation (the ωB97M-V functional and the def2-TZVPD basis) of C25H40Br6N10O11 as an isolated structure in a non-equilibrium geometry.

Structure (XYZ):
```
92
Properties=species:S:1:pos:R:3
C 10.578 19.065 -0.801
Br 11.668 18.132 -2.169
Br 9.471 20.331 -1.898
Br 11.706 19.808 0.643
H 9.849 18.364 -0.394
C 17.997 15.375 -2.303
Br 18.530 14.393 -0.680
Br 16.503 14.487 -3.299
Br 19.696 15.835 -3.307
H 17.629 16.324 -1.913
C 19.745 21.718 -3.426
C 19.510 23.029 -2.899
C 18.920 23.095 -1.656
C 18.863 22.078 -0.772
C 19.148 20.780 -1.290
C 19.710 20.625 -2.538
O 20.041 19.396 -2.977
O 18.537 24.335 -1.119
H 20.235 21.510 -4.366
H 19.553 23.933 -3.488
H 18.281 22.078 0.138
H 18.980 19.888 -0.704
H 19.454 18.642 -2.880
H 17.928 24.252 -0.381
C 12.872 15.217 -3.540
C 11.850 14.367 -3.129
C 10.540 14.552 -3.575
C 10.310 15.384 -4.667
C 11.329 16.301 -5.037
C 12.637 16.158 -4.552
O 13.602 17.033 -4.860
O 9.480 13.883 -3.002
H 13.846 14.984 -3.137
H 12.018 13.572 -2.417
H 9.307 15.637 -4.976
H 11.016 17.123 -5.663
H 13.731 17.087 -5.810
H 8.627 13.986 -3.429
C 17.542 21.544 3.083
C 16.390 21.322 2.382
C 16.281 20.203 1.566
C 17.260 19.207 1.539
C 18.469 19.506 2.285
C 18.561 20.644 2.954
O 19.756 21.025 3.427
O 15.087 20.054 0.839
H 17.590 22.474 3.629
H 15.584 22.041 2.392
H 16.985 18.242 1.141
H 19.179 18.694 2.251
H 20.526 20.454 3.384
H 15.308 19.379 0.193
C 15.984 18.631 -2.750
O 16.552 18.622 -1.674
N 14.660 18.765 -2.832
N 16.419 18.835 -3.952
H 14.216 18.456 -3.685
H 14.213 18.623 -1.938
H 15.871 18.528 -4.743
H 17.403 19.006 -4.101
C 14.588 22.871 -1.468
O 14.485 23.775 -2.271
N 14.634 21.615 -1.701
N 14.764 23.073 -0.180
H 15.131 21.118 -0.976
H 14.483 21.153 -2.587
H 14.777 24.034 0.128
H 14.648 22.366 0.532
C 19.712 21.136 -7.213
O 19.777 22.304 -6.974
N 18.826 20.384 -6.684
N 20.619 20.527 -7.913
H 18.136 20.671 -6.005
H 18.863 19.408 -6.943
H 21.394 21.084 -8.246
H 20.597 19.526 -8.042
C 14.802 22.275 -5.800
O 15.269 21.632 -6.804
N 13.898 23.226 -5.744
N 15.292 22.078 -4.623
H 13.359 23.521 -6.545
H 13.667 23.642 -4.853
H 15.166 22.791 -3.918
H 16.021 21.378 -4.630
C 15.425 17.757 -7.792
O 14.244 17.442 -7.718
N 15.784 18.964 -7.606
N 16.464 16.982 -7.886
H 16.759 19.226 -7.618
H 15.049 19.655 -7.554
H 17.405 17.336 -7.793
H 16.342 15.993 -8.053
```

Frontier orbital gap (alpha / beta), Ha: 0.1068 / 0.2657
2S+1: 2
HOMO level (alpha / beta), eV: -1.71 / -6.03
DFT total energy, eV: -484254.32671
E_LUMO (alpha / beta), eV: 1.202 / 1.201
Total charge: -1

# 3
The following is a DFT calculation (the ωB97M-V functional and the def2-TZVPD basis) of a 2-piece molecular cluster, C27H31N2O overall in a non-equilibrium geometry.

Structure (XYZ):
```
61
Properties=species:S:1:pos:R:3
C -5.183 -2.774 3.562
O -3.924 -3.528 3.494
C -2.850 -2.907 2.934
C -1.615 -3.594 2.902
C -0.507 -3.018 2.325
C -0.566 -1.736 1.713
C 0.589 -1.092 1.030
C 0.607 -1.070 -0.403
N 1.774 -1.037 -1.057
C 3.063 -1.167 -0.382
C 4.124 -1.019 -1.490
C 3.374 -1.002 -2.826
C 1.876 -1.058 -2.514
C -0.637 -1.034 -1.206
C -1.504 -2.138 -1.332
C -2.701 -2.016 -2.026
C -3.051 -0.784 -2.587
C -2.204 0.321 -2.466
C -1.003 0.189 -1.786
C -1.811 -1.089 1.721
C -2.922 -1.623 2.350
H -5.867 -3.453 4.074
H -5.060 -1.845 4.141
H -5.564 -2.532 2.556
H -1.590 -4.584 3.347
H 0.439 -3.572 2.347
H 1.535 -1.235 1.547
H 3.198 -0.408 0.407
H 3.158 -2.160 0.105
H 4.689 -0.091 -1.335
H 4.829 -1.856 -1.425
H 3.609 -0.098 -3.394
H 3.653 -1.861 -3.439
H 1.418 -1.968 -2.933
H 1.349 -0.210 -2.965
H -1.221 -3.087 -0.879
H -3.357 -2.885 -2.136
H -3.991 -0.678 -3.125
H -2.464 1.286 -2.902
H -0.325 1.033 -1.686
H -1.913 -0.126 1.225
H -3.855 -1.051 2.355
C 2.309 2.703 2.094
N 1.356 2.270 1.056
C 1.024 3.244 0.040
C 0.402 4.481 0.328
C 0.221 5.432 -0.679
C 0.731 5.210 -1.959
C 1.417 4.029 -2.226
C 1.552 3.050 -1.245
C 0.743 1.073 1.258
H 2.789 3.621 1.747
H 1.824 2.913 3.063
H 3.059 1.912 2.240
H 0.032 4.685 1.339
H -0.322 6.362 -0.471
H 0.613 5.955 -2.733
H 1.857 3.850 -3.211
H 2.107 2.126 -1.433
H -0.176 0.948 0.688
H 0.868 0.690 2.263
```

Frontier orbital gap, Ha: 0.2560
2S+1: 1
Energy relative to the best compared isomer or geometry (same formula, charge and spin), kcal per mole: 59.7
HOMO level, eV: -10.23
DFT total energy, eV: -33521.20589
E_LUMO, eV: -3.259
Total charge: +1

# 4
The following is a DFT calculation (the ωB97M-V functional and the def2-TZVPD basis) of an isolated ion of composition C9H18F3INOS and charge +1 in a non-equilibrium geometry.

Structure (XYZ):
```
34
Properties=species:S:1:pos:R:3
O 2.198 -0.334 1.173
C 2.430 -0.983 -0.048
C 1.634 -0.405 -1.228
N 0.278 0.115 -0.871
C -0.550 -0.831 -0.051
C -1.972 -1.028 -0.610
C -3.068 -0.929 0.466
S -3.651 -2.565 1.002
C 0.333 1.523 -0.321
C -1.047 2.184 -0.168
C -1.482 2.265 1.297
I -0.820 4.084 2.232
C 3.925 -0.826 -0.378
F 4.604 -1.708 0.282
F 4.341 0.337 0.004
F 4.162 -0.965 -1.646
H 1.730 -0.954 1.748
H 2.278 -2.053 0.016
H 2.162 0.366 -1.766
H 1.483 -1.200 -1.947
H -0.226 0.211 -1.753
H -0.102 -1.814 -0.003
H -0.597 -0.470 0.961
H -2.005 -2.007 -1.059
H -2.197 -0.327 -1.411
H -3.932 -0.475 0.007
H -2.784 -0.292 1.294
H -2.491 -3.213 1.213
H 0.868 2.083 -1.071
H 0.830 1.541 0.635
H -1.816 1.764 -0.806
H -0.918 3.205 -0.493
H -2.551 2.221 1.406
H -1.050 1.479 1.893
```

Frontier orbital gap, Ha: 0.3428
2S+1: 1
HOMO level, eV: -12.36
DFT total energy, eV: -40243.85059
E_LUMO, eV: -3.032
Total charge: +1